[1]
Formula: C36H33Cl3F3N5O6S2SeSiV
Source: the Open Molecules 2025 dataset
Level of theory: ωB97M-V/def2-TZVPD

Element x y z (Å)
V 0.00352 -0.07378 0.42113
Cl -1.36383 -7.62162 1.50612
C -1.06136 -5.90786 1.25200
C 0.17507 -5.49367 0.79286
C 0.40739 -4.14247 0.59361
Cl 1.95718 -3.61172 0.05894
C -0.58114 -3.16370 0.84637
O -0.35731 -1.91078 0.67238
C -1.82023 -3.64966 1.31227
Cl -3.08584 -2.50827 1.63886
C -2.06660 -4.99528 1.51589
H 0.96487 -6.20579 0.60013
H -3.03156 -5.31869 1.87929
C 0.70347 3.99990 -0.12331
C -0.10784 2.84423 0.37030
O 0.35525 1.67929 0.17744
C -1.35389 2.96254 1.05834
C -1.93586 4.22847 1.30197
C -3.11941 4.37595 1.98209
C -3.78764 3.23426 2.45502
C -3.26023 1.98648 2.23247
C -2.04021 1.79435 1.54037
O -1.62021 0.58070 1.36247
H 1.65648 3.62621 -0.49202
H 0.88572 4.72609 0.67453
H 0.19832 4.52365 -0.94124
H -1.42619 5.10903 0.92745
H -3.52630 5.36475 2.15749
H -4.72501 3.33390 2.99050
H -3.76191 1.09640 2.59278
N -4.94190 0.34813 -4.75028
C -5.74523 -0.13761 -5.75881
C -6.82388 0.40374 -6.45110
C -7.39388 -0.38504 -7.43271
C -6.90802 -1.67409 -7.70916
C -5.83901 -2.20311 -7.01232
C -5.24600 -1.41891 -6.02456
N -4.16922 -1.69837 -5.19399
C -4.02340 -0.62980 -4.45774
C -3.00117 -0.44315 -3.40895
C -2.11202 -1.47022 -3.11435
C -1.19714 -1.28882 -2.09573
N -1.13195 -0.16532 -1.36804
C -1.94655 0.84448 -1.69190
C -2.88974 0.74464 -2.69645
H -5.02083 1.23535 -4.28993
H -7.20236 1.39455 -6.23411
H -8.22961 -0.00039 -8.00359
H -7.38152 -2.25894 -8.48753
H -5.46252 -3.19699 -7.21566
H -2.14081 -2.39263 -3.67595
H -0.47554 -2.05492 -1.84526
H -1.83770 1.75791 -1.12532
H -3.51181 1.60713 -2.89937
F 4.10204 -1.18125 -2.11029
C 3.44956 -0.17997 -2.69645
F 2.77794 -0.69210 -3.74664
F 4.35811 0.68104 -3.19036
S 2.30503 0.70724 -1.55133
O 1.38570 1.33351 -2.47864
O 3.15094 1.57777 -0.79161
O 1.71227 -0.45857 -0.82680
C 7.29234 -0.59214 0.51455
Si 6.13868 0.23912 1.76856
C 7.05776 0.14475 3.42924
C 6.10174 2.07006 1.30179
Se 4.17200 -0.70632 1.84266
H 8.34533 -0.31804 0.65294
H 6.99485 -0.31152 -0.50004
H 7.19508 -1.67652 0.59716
H 8.09758 0.48857 3.35100
H 7.05932 -0.88709 3.78743
H 6.54960 0.75920 4.17776
H 7.10187 2.45710 1.07120
H 5.67379 2.66892 2.11076
H 5.46234 2.19745 0.42477
N 2.39107 1.37029 6.97604
C 1.97931 0.14945 6.55288
S 1.85047 -1.11505 7.59373
C 1.62073 0.08169 5.09714
C 1.41449 -1.13511 4.47314
C 1.09240 -1.15611 3.12695
N 0.94788 -0.05542 2.38938
C 1.17214 1.11613 2.98652
C 1.50813 1.23058 4.31964
H 2.78064 1.37962 7.90457
H 2.84972 1.96998 6.30807
H 1.53460 -2.05980 5.01705
H 0.97631 -2.09915 2.61537
H 1.10532 1.99720 2.36704
H 1.65003 2.22396 4.72113

Results
E	-8228.6545	hartree
HOMO energy (alpha / beta)	-0.0406 / -0.0453	Eh
frontier orbital gap (alpha / beta)	0.166 / 0.171	Ha
spin multiplicity	2
total charge	-2

Results of the Löwdin charge analysis, in e, for atoms 1 through 5:
1 V 0.87
2 Cl 0.59
3 C -0.68
4 C -0.15
5 C -0.58

[2]
Formula: C36H33IN3O6SSeTb
Source: the Open Molecules 2025 dataset
Level of theory: ωB97M-V/def2-TZVPD

Element x y z (Å)
Tb 0.19543 0.05784 1.02828
C -0.93510 0.00583 4.80815
N 0.31711 0.15777 4.07358
C 1.11407 -1.06827 4.15423
C 1.04971 1.30501 4.57501
C 1.89897 2.03213 3.55168
C 2.90361 2.87755 4.05607
C 3.64570 3.68870 3.20379
C 3.36398 3.64280 1.83012
C 2.37987 2.77186 1.36655
C 1.61186 1.92058 2.19223
H -0.73520 -0.14327 5.88663
H -1.48273 -0.85028 4.42189
H -1.55595 0.89431 4.67175
H 1.33844 -1.35161 5.19014
H 2.06779 -0.92009 3.63794
H 0.57966 -1.88765 3.67401
H 1.65955 1.01162 5.44374
H 0.30879 2.00893 4.95701
H 3.09852 2.89998 5.12957
H 4.42821 4.33012 3.59224
H 3.93378 4.25398 1.12844
H 2.21594 2.73399 0.28698
C 5.11885 0.02601 1.01488
C 5.43508 0.46153 -0.28740
C 4.41751 0.57342 -1.22025
C 3.08478 0.26920 -0.87067
C 2.76777 -0.08178 0.43075
C 3.79780 -0.24022 1.34698
C 2.04321 0.30313 -1.91066
C 2.42643 -0.04806 -3.22972
C 1.50812 -0.10999 -4.21977
C 0.15219 0.24915 -3.94774
C -0.83741 0.23934 -4.95764
C -2.12020 0.64230 -4.68937
C -2.43691 1.08256 -3.38540
C -1.49656 1.08229 -2.38503
C -0.17597 0.62695 -2.62301
N 0.76929 0.59955 -1.58888
H 5.89676 -0.08645 1.76139
H 6.45273 0.71671 -0.55747
H 4.64244 0.93793 -2.21976
H 3.57151 -0.51656 2.37749
H 3.45901 -0.32324 -3.41208
H 1.78919 -0.42535 -5.22331
H -0.55437 -0.08251 -5.95685
H -2.88001 0.62746 -5.46789
H -3.44503 1.41663 -3.15880
H -1.75063 1.41932 -1.39858
O -1.40961 -1.62187 2.35164
Se -2.44453 -0.60389 1.55919
O -4.03589 -0.90218 1.76755
O -1.95635 0.90212 2.09671
O -1.93196 -0.58925 -0.02144
N -2.05286 3.56863 1.41974
C -0.88631 3.57137 0.75960
O -0.41537 2.61887 0.18656
C -0.06970 4.87073 0.75250
I -0.94463 6.28845 -0.54162
H -2.36154 2.63014 1.69384
H -2.23433 4.32992 2.04759
H 0.92324 4.69159 0.36551
H -0.03722 5.36342 1.72068
C -5.00558 -2.84271 -3.36753
C -5.39381 -4.22719 -3.85462
O -6.40065 -4.42648 -4.49375
S -4.41852 -5.69230 -3.44201
C -3.04713 -5.07829 -2.53312
C -1.87613 -4.70571 -3.18789
C -0.83363 -4.11128 -2.48353
C -0.93626 -3.86151 -1.11018
C -2.09788 -4.28651 -0.45033
C -3.14112 -4.88564 -1.15520
C 0.07018 -3.11054 -0.40625
C 0.65458 -2.23864 0.21288
H -3.93803 -2.64453 -3.43756
H -5.27065 -2.74918 -2.30833
H -5.56935 -2.10902 -3.93980
H -1.79796 -4.85324 -4.25665
H 0.06310 -3.78696 -2.99698
H -2.18496 -4.07760 0.61392
H -4.05672 -5.16189 -0.64233

Results
E	-5929.0083	hartree
HOMO energy (alpha / beta)	-0.0686 / -0.0723	Eh
frontier orbital gap (alpha / beta)	0.194 / 0.198	Ha
spin multiplicity	7
total charge	-2

Results of the Löwdin charge analysis, in e, for atoms 1 through 5:
1 Tb 1.50
2 C -0.12
3 N -0.29
4 C -0.09
5 C -0.20

[3]
Formula: C36H33IrNS3Sb3Se4
Source: the Open Molecules 2025 dataset
Level of theory: ωB97M-V/def2-TZVPD

Element x y z (Å)
Ir 0.65127 0.63701 1.01163
S 1.29986 3.43042 2.63254
C 2.00731 2.55991 4.01612
C 2.93387 3.22083 4.80553
C 3.51078 2.58165 5.88891
C 3.16281 1.26835 6.17486
C 2.22848 0.61394 5.40032
C 1.62066 1.24795 4.31372
S 0.38360 0.36082 3.46192
H 3.20900 4.23497 4.56036
H 4.22770 3.10580 6.50064
H 3.60568 0.75056 7.01151
H 1.93805 -0.40558 5.61890
C -2.60110 -0.63652 -0.42378
C -2.25697 -1.95175 0.27030
C -1.52337 -1.70941 1.57967
Sb 0.20454 -2.96397 2.14350
C 1.68285 -1.75237 1.06023
C 2.76944 -1.21043 1.75543
C 3.82335 -0.61034 1.07993
C 3.81235 -0.54177 -0.30477
C 2.76503 -1.11254 -1.00952
C 1.71917 -1.72531 -0.33566
C 0.07743 -4.43712 0.54653
C -1.11576 -5.07166 0.23315
C -1.14302 -6.09271 -0.70164
C 0.02520 -6.50333 -1.32206
C 1.22446 -5.89329 -0.99291
C 1.24762 -4.87100 -0.06056
Sb -0.82809 0.28290 -1.26633
C -0.60428 -1.07869 -2.92208
C 0.46427 -0.90507 -3.78838
C 0.62219 -1.73958 -4.88143
C -0.29036 -2.75449 -5.11694
C -1.35275 -2.93650 -4.25028
C -1.50666 -2.10207 -3.15720
C -1.73039 1.88220 -2.37951
C -3.08779 1.87968 -2.65103
C -3.64139 2.87732 -3.43374
C -2.83751 3.88455 -3.93890
C -1.48006 3.89468 -3.66305
C -0.92633 2.89232 -2.88704
H -3.04300 0.06453 0.28524
H -3.31973 -0.80881 -1.22474
H -1.65733 -2.57423 -0.40129
H -3.18507 -2.49821 0.46943
H -2.21547 -1.71456 2.42164
H -1.05897 -0.71328 1.56819
H 2.80425 -1.29525 2.83391
H 4.65361 -0.19811 1.63492
H 4.61910 -0.06207 -0.83831
H 2.75786 -1.10657 -2.08977
H 0.94380 -2.22858 -0.90400
H -2.03060 -4.77197 0.72695
H -2.08016 -6.57313 -0.94078
H 0.00343 -7.30723 -2.04310
H 2.14514 -6.21649 -1.45734
H 2.18774 -4.40375 0.20345
H 1.16726 -0.09912 -3.61730
H 1.45603 -1.59694 -5.55387
H -0.17722 -3.39850 -5.97705
H -2.06922 -3.72570 -4.42574
H -2.35044 -2.25310 -2.50099
H -3.71802 1.10068 -2.24770
H -4.69681 2.85501 -3.66353
H -3.26973 4.65727 -4.55724
H -0.85300 4.68052 -4.05512
H 0.13588 2.90391 -2.67505
Se 0.30320 6.70634 0.13625
Sb 0.57837 6.27769 2.50760
Se 2.42155 7.23553 3.75321
Se -1.46294 5.79727 3.73823
Se 2.28169 2.55954 0.89250
S -3.35882 3.56156 1.59365
C -2.28680 4.22175 0.43387
C -1.19122 3.43342 0.30663
N -1.18523 2.32978 1.10217
C -2.25428 2.27690 1.83502
H -2.49189 5.14317 -0.07217
H -0.35413 3.62803 -0.33895
H -2.44001 1.51239 2.56225

Results
E	-13071.6306	hartree
HOMO energy (alpha / beta)	-0.2455 / -0.2455	Eh
frontier orbital gap (alpha / beta)	0.154 / 0.154	Ha

Results of the Löwdin charge analysis, in e, for atoms 1 through 5:
1 Ir 0.45
2 S 0.31
3 C -0.59
4 C -0.09
5 C -0.06